--- i ---
Below is a structure of composition C3H6OS2, with properties calculated with the ωB97M-V functional and the def2-TZVPD basis.

Each line ends with the Löwdin charge.
Atoms and positions in Å:
C: -1.34286 0.25098 -0.39879  -0.923
C: 0.05306 -2.01272 -0.12208  -0.385
C: 1.69269 1.47646 0.35752  -0.139
O: 2.34694 0.99908 1.23819  -0.011
S: -2.54979 1.37475 0.14186  0.590
S: -1.23017 -1.00723 0.70140  0.737
H: 0.25481 -1.54175 -1.06901  0.016
H: -0.50874 -2.86627 -0.43590  0.008
H: 1.02944 -2.24687 0.39856  0.072
H: 1.32071 2.44900 0.58780  0.075
H: 1.43912 0.83612 -0.44171  0.047
H: -2.50522 2.28846 -0.95781  -0.087

Properties
- M: 122.21 g mol⁻¹
- LUMO energy: -0.04 eV
- Orbital gap: 0.3275 hartree


--- ii ---
Below is the molecule C3H6OS2, with properties calculated with the ωB97M-V functional and the def2-TZVPD basis.

Each line ends with the Löwdin charge.
Atoms and positions in Å:
C: -1.69697 -0.81166 -0.01049  -0.351
C: 1.15907 -0.59947 -0.02433  -1.149
C: 0.74726 0.83480 0.45016  -0.314
H: -2.46666 -1.39346 -0.43831  0.017
H: -1.54249 0.10570 -0.59491  0.036
H: -1.93431 -0.63357 1.03719  0.049
H: 1.64731 1.23316 0.94740  0.102
H: -0.07434 0.85781 1.13213  0.090
H: 1.17447 1.52041 -1.28230  0.100
O: 0.38860 1.64015 -0.70365  -0.088
S: -0.12851 -1.68792 -0.34158  0.871
S: 2.72658 -1.06596 -0.17132  0.636

Properties
- M: 122.21 g mol⁻¹
- LUMO energy: -0.35 eV
- Orbital gap: 0.3126 hartree
- Structure (SMILES): CSC(=S)CO


--- iii ---
Below is the molecule C3H6OS2, with properties calculated with the ωB97M-V functional and the def2-TZVPD basis.

Each line ends with the Löwdin charge.
Atoms and positions in Å:
C: 1.70366 0.11831 0.39111  -0.452
C: -0.56540 0.54832 -0.98792  -1.110
C: -1.22823 0.01152 0.24152  -0.456
H: 2.92156 0.33454 0.39028  0.113
H: 1.20697 0.71548 1.21211  0.053
H: 1.53323 -1.00485 0.45375  0.064
H: -2.26835 0.33372 0.06311  0.082
H: -0.85836 0.63267 1.01624  0.093
H: -1.07139 -1.95946 -0.06635  0.162
O: -0.74535 -1.22065 0.55309  -0.075
S: 1.08391 0.80042 -1.06233  0.895
S: -1.71225 0.68998 -2.20463  0.632

Properties
- M: 122.21 g mol⁻¹
- LUMO energy: -0.19 eV
- Orbital gap: 0.3021 hartree
- Structure (SMILES): CSC(=S)CO


Order of stability, best first: ii, iii, i


--- i ---
Below is the molecule CH3N3S2, with properties calculated with the ωB97M-V functional and the def2-TZVPD basis.

Each line ends with the Löwdin charge.
Atoms and positions in Å:
C: -0.05697 -0.99804 -0.05684  -0.489
N: 0.52194 1.27955 0.06187  0.017
N: -0.98745 1.29364 -0.24266  -0.349
N: 0.93369 0.09181 0.04461  -0.793
S: 2.49514 -0.33278 0.05623  0.575
S: -1.66289 -0.21445 0.27227  0.833
H: 0.01008 -1.43616 -1.05657  0.083
H: 0.13901 -1.77239 0.68180  0.070
H: -1.39254 2.08882 0.23929  0.054

Properties
- M: 121.19 g mol⁻¹
- LUMO energy (spin up / spin down): -0.44 / -0.44 eV
- Orbital gap (spin up / spin down): 0.2952 / 0.2953 hartree
- Structure (SMILES): [S-][N+]1=NNSC1


--- ii ---
Below is the molecule CH3N3S2, with properties calculated with the ωB97M-V functional and the def2-TZVPD basis.

Each line ends with the Löwdin charge.
Atoms and positions in Å:
C: 0.27941 0.81823 -0.93353  -0.646
N: 1.28046 0.15117 -1.15655  -0.244
N: 2.10115 -0.57502 -1.27454  0.228
N: -0.48188 -0.66138 1.59268  -0.340
S: -1.37669 0.23498 -1.22092  0.481
S: -1.76667 0.17229 0.77787  0.413
H: 0.35157 1.88172 -0.46401  0.125
H: 0.34761 -0.38335 1.12966  -0.032
H: -0.73495 -1.63864 1.54934  0.015

Properties
- M: 121.19 g mol⁻¹
- LUMO energy: 0.14 eV
- Orbital gap: 0.3148 hartree


Order of stability, best first: ii, i


--- i ---
Below is the molecule C7H8OS, with properties calculated with the ωB97M-V functional and the def2-TZVPD basis.

Each line ends with the Löwdin charge.
Atoms and positions in Å:
C: -1.98376 2.57145 0.23577  0.126
C: -1.15571 1.68651 0.00490  -0.128
C: -0.04830 0.84210 -0.00700  -0.187
C: 0.09084 -0.47263 0.24256  -0.300
C: 1.42946 1.66384 -0.67108  -0.184
C: 1.46649 -0.99423 -0.08879  -0.257
C: -1.04866 -1.33159 0.55170  -0.042
O: 2.98868 0.63127 1.20968  -0.540
S: 2.74294 0.40590 -0.21226  0.893
H: -2.94863 2.96265 -0.02455  0.027
H: 1.19008 2.02603 -1.63465  0.045
H: 1.52792 2.56824 0.04786  0.105
H: 1.92544 -1.59066 0.67945  0.077
H: 1.44910 -1.70705 -0.93009  0.101
H: -0.75230 -2.48528 0.37722  0.141
H: -1.93421 -1.08020 0.05775  0.063
H: -1.35378 -1.35236 1.54420  0.061

Properties
- M: 140.21 g mol⁻¹
- LUMO energy: 0.36 eV
- Orbital gap: 0.3422 hartree


--- ii ---
Below is the molecule C7H8OS, with properties calculated with the ωB97M-V functional and the def2-TZVPD basis.

Each line ends with the Löwdin charge.
Atoms and positions in Å:
C: 2.68427 -0.58134 1.00323  -0.196
C: 0.27686 0.02287 -0.50652  -0.319
C: -0.41455 1.20644 0.18259  -0.048
C: -1.76306 1.33449 0.11057  -0.135
C: -2.58564 0.26606 -0.16175  -0.115
C: -1.97512 -0.88199 -0.56189  -0.140
C: -0.61478 -1.05968 -0.65937  -0.134
H: 3.76394 -0.83361 0.93411  0.060
H: 2.39534 0.01453 1.74038  -0.020
H: 2.09824 -1.51590 1.26369  0.070
H: 0.26466 2.07551 0.24249  0.107
H: -2.35113 2.31042 0.21069  0.135
H: -3.70008 0.37190 -0.23655  0.126
H: -2.50144 -1.97062 -0.66617  0.156
H: -0.35495 -2.02949 -1.15074  0.117
O: 2.68164 1.28954 -1.02328  -0.536
S: 2.09582 -0.01911 -0.72147  0.872

Properties
- M: 140.21 g mol⁻¹
- LUMO energy: 0.29 eV
- Orbital gap: 0.3346 hartree


Order of stability, best first: ii, i